Record 1
58
Properties=species:S:1:pos:R:3:forces:R:3:lowdin_charge:R:1 method="wB97M-V/def2-TZVPD" gap_ev=8.381 max_force_ha_per_bohr=0.024 molar_mass_g_mol=378.52 homo_ev=-8.1 e_above_lowest_kj_mol=187.10 smiles=CCN(CC)CCNc1nc(-c2ccccc2)c2c(c1C#N)CC(C)(C)OC2
C 1.496 0.857 -5.610 0.285 0.037 0.117 -0.09
H 0.696 1.549 -5.363 -0.115 0.066 0.005 0.08
H 1.825 1.047 -6.629 -0.011 -0.037 -0.133 0.07
H 1.109 -0.157 -5.560 -0.092 -0.123 -0.027 0.06
C 2.662 1.056 -4.648 -0.104 0.012 -0.158 -0.27
N 2.237 0.980 -3.263 0.204 0.147 -0.049 -0.19
C 3.161 1.609 -2.345 -0.195 0.094 0.181 -0.19
H 4.043 0.976 -2.127 0.022 0.068 -0.043 0.13
C 2.498 2.010 -1.018 0.229 0.269 -0.287 -0.16
N 2.499 0.947 -0.047 0.313 -0.235 0.098 0.05
C 1.412 0.526 0.628 -0.063 -0.275 0.372 -0.27
N 0.254 1.138 0.401 0.096 0.257 -0.097 0.18
C -0.843 0.734 1.025 0.321 -0.405 0.267 -0.18
C -0.845 -0.296 1.974 0.078 -0.036 0.033 -0.07
C 0.358 -0.938 2.248 0.143 0.191 -0.212 -0.09
C 1.507 -0.545 1.554 -1.080 0.568 -0.206 -0.10
C 2.742 -1.177 1.755 0.588 -0.330 0.109 -0.21
N 3.774 -1.671 1.876 0.233 -0.080 0.023 0.17
C 0.432 -2.007 3.295 -0.350 -0.017 0.143 -0.05
H 1.126 -2.792 2.988 0.000 0.003 0.030 0.13
H 0.826 -1.558 4.213 0.030 -0.054 -0.013 0.15
C -0.957 -2.596 3.590 0.329 -0.463 0.105 -0.56
C -0.930 -3.392 4.895 -0.070 0.321 -0.331 -0.01
H -0.160 -4.157 4.856 0.083 -0.105 0.008 0.09
H -1.895 -3.861 5.060 -0.100 -0.086 0.023 0.09
H -0.729 -2.722 5.726 0.058 0.060 0.098 0.09
C -1.401 -3.501 2.434 -0.030 0.312 0.220 -0.01
H -1.273 -3.008 1.473 -0.016 0.000 -0.143 0.09
H -0.805 -4.410 2.434 0.065 -0.087 -0.032 0.09
H -2.448 -3.771 2.557 -0.094 -0.047 0.006 0.09
O -1.870 -1.527 3.819 0.169 -0.038 0.110 -0.07
C -2.097 -0.695 2.708 -0.397 0.119 -0.163 -0.14
H -2.598 0.193 3.106 -0.002 -0.107 -0.132 0.14
H -2.796 -1.183 2.010 0.043 0.069 0.140 0.12
C -2.069 1.478 0.669 -0.248 0.119 -0.058 -0.17
C -3.166 0.836 0.107 0.112 -0.019 0.080 -0.03
C -4.295 1.558 -0.236 -0.124 0.001 -0.048 -0.08
C -4.340 2.925 -0.017 -0.062 0.005 -0.034 -0.09
C -3.243 3.572 0.527 0.001 0.087 0.013 -0.08
C -2.109 2.854 0.860 0.023 -0.070 0.039 -0.02
H -1.247 3.352 1.277 0.091 0.053 0.027 0.12
H -3.270 4.640 0.688 0.000 0.078 0.018 0.10
H -5.225 3.486 -0.279 -0.065 0.042 -0.022 0.10
H -5.142 1.053 -0.677 -0.058 -0.036 -0.041 0.10
H -3.126 -0.225 -0.088 0.003 -0.118 0.012 0.12
H 3.381 0.500 0.158 -0.100 0.013 0.022 0.13
H 3.037 2.872 -0.605 -0.108 -0.012 -0.049 0.12
H 1.460 2.289 -1.194 0.159 0.098 -0.032 0.11
H 3.523 2.524 -2.818 0.027 -0.055 0.040 0.11
C 1.806 -0.354 -2.861 -0.351 -0.109 0.057 -0.24
C 0.300 -0.403 -2.610 0.259 -0.126 0.002 -0.07
H 0.011 -1.400 -2.284 -0.125 -0.142 0.058 0.07
H 0.023 0.312 -1.841 -0.054 0.054 0.026 0.05
H -0.247 -0.158 -3.515 -0.084 0.022 -0.121 0.06
H 2.069 -1.085 -3.636 0.069 0.033 0.035 0.11
H 2.328 -0.657 -1.947 0.028 -0.012 -0.129 0.10
H 3.077 2.053 -4.816 0.043 -0.068 0.020 0.11
H 3.456 0.321 -4.877 -0.006 0.089 0.022 0.12

***

Record 2
58
Properties=species:S:1:pos:R:3:forces:R:3:lowdin_charge:R:1 method="wB97M-V/def2-TZVPD" gap_ev=8.940 max_force_ha_per_bohr=0.017 molar_mass_g_mol=378.52 homo_ev=-8.3 e_above_lowest_kj_mol=126.78 smiles="CCn1ncc([C@@H]2C[C@H]3CN(Cc4ccccc4C)C(=O)[C@]34CCCN24)c1C"
C 5.519 1.044 0.887 -0.111 0.029 -0.237 -0.07
H 4.852 1.305 1.706 -0.038 0.028 0.114 0.06
H 5.837 0.012 1.012 0.031 -0.086 0.026 0.08
H 6.393 1.688 0.932 0.101 0.074 0.053 0.07
C 4.817 1.212 -0.458 0.458 0.199 0.226 -0.19
N 3.687 0.332 -0.585 -0.559 -0.135 -0.049 -0.14
C 2.462 0.434 -0.017 -0.186 -0.260 -0.068 -0.21
C 1.751 -0.695 -0.404 0.051 0.278 0.063 -0.11
C 2.645 -1.400 -1.226 -0.065 0.276 0.185 -0.10
N 3.801 -0.773 -1.316 0.646 -0.337 -0.465 0.08
H 2.492 -2.309 -1.769 -0.018 -0.235 -0.122 0.10
C 0.332 -0.965 -0.034 0.061 0.264 0.296 -0.24
N -0.293 -2.145 -0.612 -0.131 0.122 -0.142 -0.01
C 0.405 -3.426 -0.482 0.220 -0.348 -0.118 -0.16
C -0.522 -4.370 0.293 0.000 0.134 -0.041 -0.14
H -0.269 -4.369 1.355 0.030 -0.021 0.027 0.11
C -1.896 -3.744 0.083 0.012 0.104 -0.083 -0.09
H -2.295 -4.005 -0.899 -0.062 -0.008 -0.008 0.12
H -2.622 -4.016 0.848 -0.056 0.001 -0.009 0.12
C -1.575 -2.257 0.087 -0.175 -0.242 0.039 -0.32
C -2.599 -1.394 -0.645 -0.039 -0.221 0.008 -0.40
O -3.021 -1.582 -1.765 -0.047 -0.119 -0.308 0.08
N -2.923 -0.356 0.149 -0.097 0.261 0.171 -0.02
C -2.412 -0.435 1.496 -0.083 0.031 0.300 -0.08
C -1.401 -1.588 1.483 0.042 0.031 0.034 -0.17
C 0.051 -1.104 1.480 -0.094 -0.041 -0.234 -0.06
H 0.187 -0.175 2.027 0.041 0.065 0.104 0.11
H 0.715 -1.859 1.907 0.081 -0.015 -0.009 0.12
H -1.596 -2.285 2.299 -0.023 0.004 -0.039 0.14
H -1.948 0.515 1.780 -0.022 -0.098 0.027 0.12
H -3.240 -0.630 2.191 0.081 0.088 0.003 0.13
C -3.659 0.808 -0.300 -0.022 -0.052 -0.131 -0.08
C -2.746 2.010 -0.275 -0.067 0.111 0.128 -0.17
C -2.747 2.828 0.849 -0.049 0.017 -0.109 -0.06
C -1.851 3.874 0.977 0.066 0.089 0.083 -0.09
C -0.934 4.108 -0.032 0.003 0.079 0.078 -0.09
C -0.938 3.309 -1.161 0.000 -0.040 -0.001 -0.05
C -1.835 2.257 -1.307 0.045 0.107 0.049 -0.22
C -1.826 1.449 -2.567 0.011 -0.067 -0.011 -0.02
H -0.972 1.716 -3.184 0.030 0.014 -0.058 0.08
H -2.734 1.642 -3.138 -0.043 -0.068 -0.094 0.10
H -1.787 0.380 -2.371 -0.019 -0.104 -0.066 0.06
H -0.226 3.503 -1.951 0.057 0.007 -0.100 0.11
H -0.220 4.914 0.058 0.055 0.077 0.001 0.10
H -1.867 4.498 1.858 0.001 0.054 0.071 0.10
H -3.466 2.642 1.636 -0.076 -0.044 0.076 0.11
H -4.014 0.583 -1.308 -0.053 0.012 0.100 0.13
H -4.520 0.970 0.359 0.032 0.014 -0.106 0.13
H -0.466 -5.393 -0.072 0.027 -0.049 0.051 0.11
H 0.581 -3.814 -1.491 0.138 -0.072 0.115 0.12
H 1.369 -3.313 0.019 -0.008 -0.030 -0.042 0.11
H -0.260 -0.109 -0.396 0.031 -0.026 0.085 0.15
C 2.034 1.596 0.806 0.048 -0.079 0.053 0.00
H 0.970 1.776 0.664 -0.061 0.077 0.021 0.07
H 2.575 2.495 0.518 -0.026 0.108 0.016 0.08
H 2.214 1.417 1.867 -0.021 0.063 0.071 0.09
H 5.498 0.947 -1.270 -0.167 0.093 0.042 0.12
H 4.493 2.248 -0.591 0.023 -0.114 -0.066 0.11

***

Record 3
59
Properties=species:S:1:pos:R:3:forces:R:3:lowdin_charge:R:1 method="wB97M-V/def2-TZVPD" gap_ev=9.379 max_force_ha_per_bohr=0.021 molar_mass_g_mol=394.52 homo_ev=-8.7 e_above_lowest_kj_mol=60.10 smiles="CCCCCCNC(=O)CCc1nc2cccnc2n1Cc1ccc(OC)cc1"
C 0.565 4.435 4.426 0.224 0.008 0.145 -0.12
C 1.947 3.859 4.711 -0.206 -0.132 -0.232 -0.27
C 2.284 2.712 3.761 0.295 0.305 0.356 -0.23
C 3.681 2.152 4.018 -0.255 -0.268 -0.159 -0.21
C 3.984 0.867 3.246 0.137 0.293 -0.124 -0.19
C 4.038 1.041 1.728 0.241 -0.082 0.049 -0.18
N 2.722 1.175 1.154 0.134 -0.259 0.221 0.05
C 2.411 2.080 0.215 -0.527 -0.135 0.086 -0.53
O 3.198 2.884 -0.248 0.244 0.355 -0.238 0.05
C 0.947 2.025 -0.220 0.164 0.044 -0.148 -0.09
H 0.742 2.941 -0.775 0.058 -0.061 0.085 0.12
H 0.306 1.987 0.661 -0.057 0.036 0.006 0.12
C 0.648 0.823 -1.122 -0.035 0.210 -0.002 -0.08
C 0.459 -0.454 -0.385 -0.051 -0.091 0.012 -0.25
N 0.597 -0.620 0.905 -0.112 0.311 0.142 0.15
C 0.309 -1.937 1.152 -0.228 -0.476 -0.556 -0.20
C 0.286 -2.702 2.308 -0.025 0.044 -0.229 0.00
C -0.066 -4.032 2.152 0.025 0.008 0.109 -0.07
C -0.373 -4.542 0.890 -0.037 -0.202 0.127 -0.15
N -0.356 -3.836 -0.230 -0.026 0.321 -0.538 0.13
C -0.018 -2.568 -0.072 0.126 -0.341 0.994 -0.24
N 0.095 -1.603 -1.034 0.218 0.070 0.175 0.04
C -0.191 -1.788 -2.436 -0.169 0.006 -0.345 -0.08
C -1.502 -1.148 -2.816 0.003 -0.054 -0.030 -0.23
C -1.574 -0.164 -3.796 -0.091 -0.155 0.066 -0.05
C -2.781 0.421 -4.116 -0.270 0.056 0.009 0.00
C -3.950 0.039 -3.456 0.215 0.007 -0.063 -0.28
C -3.882 -0.943 -2.473 -0.309 0.102 -0.028 -0.01
C -2.667 -1.527 -2.165 0.197 0.062 -0.122 -0.02
H -2.623 -2.294 -1.404 -0.016 -0.092 0.102 0.11
H -4.766 -1.264 -1.945 -0.104 -0.004 0.026 0.10
O -5.084 0.680 -3.843 0.306 0.050 -0.120 -0.08
C -6.300 0.339 -3.221 -0.204 -0.062 0.112 -0.09
H -6.554 -0.713 -3.385 0.016 0.038 0.019 0.10
H -7.056 0.968 -3.687 0.019 -0.069 0.066 0.09
H -6.272 0.544 -2.146 0.004 -0.022 -0.040 0.10
H -2.847 1.182 -4.876 -0.010 0.102 -0.094 0.12
H -0.679 0.143 -4.317 0.114 0.049 -0.049 0.12
H -0.236 -2.870 -2.594 0.125 0.149 -0.017 0.13
H 0.626 -1.370 -3.033 -0.069 -0.114 0.041 0.13
H -0.650 -5.580 0.770 -0.009 -0.108 0.108 0.10
H -0.107 -4.687 3.008 -0.012 -0.074 0.050 0.10
H 0.527 -2.282 3.273 0.020 0.048 0.097 0.11
H -0.268 1.016 -1.691 0.105 -0.024 -0.015 0.12
H 1.458 0.701 -1.849 -0.062 -0.001 -0.077 0.14
H 2.006 0.502 1.420 0.049 0.188 -0.059 0.09
H 4.602 1.937 1.456 0.032 -0.123 0.012 0.12
H 4.542 0.170 1.287 0.033 0.155 0.011 0.12
H 4.953 0.485 3.577 -0.020 -0.106 -0.008 0.11
H 3.230 0.112 3.484 0.008 -0.120 0.081 0.11
H 3.784 1.940 5.087 0.037 0.064 0.040 0.11
H 4.425 2.908 3.760 0.081 0.049 0.049 0.12
H 1.546 1.916 3.883 -0.094 -0.060 -0.079 0.12
H 2.220 3.076 2.736 -0.092 -0.021 -0.032 0.10
H 1.988 3.503 5.743 0.085 0.019 0.041 0.11
H 2.696 4.647 4.604 0.076 0.009 0.066 0.11
H -0.198 3.668 4.542 -0.125 -0.053 -0.005 0.07
H 0.516 4.815 3.408 -0.064 0.058 -0.112 0.07
H 0.339 5.250 5.109 -0.115 0.092 0.020 0.07

***

Record 4
62
Properties=species:S:1:pos:R:3:forces:R:3:lowdin_charge:R:1 method="wB97M-V/def2-TZVPD" gap_ev="2.738 / 2.729" max_force_ha_per_bohr=0.077 molar_mass_g_mol=605.53 charge=-2 homo_ev="1.0 / 1.0" spin_multiplicity=2 s2=0.75
C -2.979 0.880 -0.618 -0.652 0.925 -0.119 -0.25
C -1.585 1.323 -0.155 -0.295 -0.257 0.562 -0.09
C -2.828 -0.491 -1.327 0.116 0.209 0.156 -0.04
C -1.300 -0.693 -1.665 -0.465 1.392 -0.480 -0.19
H -3.443 -0.474 -2.238 0.219 -0.149 0.387 0.11
H -3.205 -1.288 -0.668 0.232 0.204 -0.221 0.12
C -0.628 0.766 -1.181 -0.121 -0.230 -0.518 -0.16
H -1.407 0.902 0.847 0.074 0.130 -0.293 0.13
H -1.518 2.421 -0.081 0.044 -0.456 0.052 0.13
C 0.853 1.245 -0.886 0.916 0.287 0.245 -0.35
H -0.829 1.354 -2.100 0.097 -0.151 0.156 0.13
H -1.206 -0.644 -2.765 0.034 -0.068 0.343 0.13
C -0.869 -2.029 -1.237 0.936 0.792 0.927 -0.29
C -3.972 0.901 0.532 1.445 -0.745 1.716 -0.42
C -3.645 1.884 -1.561 0.114 -0.854 -1.858 -0.44
O -4.241 1.570 -2.582 0.571 0.572 1.025 0.09
O -3.653 0.756 1.704 -0.994 0.198 -1.494 0.12
O -5.234 1.104 0.118 -0.151 -0.131 0.504 -0.03
O -3.538 3.163 -1.170 -0.390 -0.100 -0.161 -0.02
C -4.326 4.028 -1.997 0.123 0.095 0.178 -0.05
H -4.209 5.016 -1.562 -0.023 0.065 -0.075 0.09
H -5.372 3.707 -1.978 0.143 0.094 -0.032 0.10
H -3.960 3.993 -3.024 -0.083 0.094 0.094 0.09
C -6.182 1.137 1.183 -0.163 -0.009 0.029 -0.04
H -6.112 0.226 1.787 -0.044 0.196 -0.101 0.10
H -7.149 1.210 0.690 -0.040 -0.009 0.120 0.09
H -6.007 2.007 1.824 -0.017 -0.165 -0.078 0.10
O 1.612 0.959 0.221 -3.609 1.025 -1.298 -0.38
H 0.705 2.334 -0.823 -0.399 0.415 -0.618 0.10
H 1.461 1.077 -1.798 -0.311 -0.132 -0.263 0.09
C 0.163 -2.733 -2.028 0.355 -0.331 -0.387 -0.07
C -1.057 -2.363 0.205 -0.077 -0.371 0.583 -0.07
H -1.911 -3.044 0.345 0.053 -0.135 0.071 0.07
H -1.292 -1.486 0.837 0.249 -0.251 -0.357 0.08
H -0.170 -2.863 0.640 -0.359 0.265 -0.219 0.08
H 0.939 -3.199 -1.408 -0.069 0.109 -0.061 0.06
H 0.667 -2.064 -2.742 -0.080 -0.046 0.213 0.08
H -0.282 -3.529 -2.641 0.004 -0.164 -0.041 0.07
Yb 2.830 -0.589 0.637 2.347 -2.511 0.965 1.19
C 5.526 -0.755 -0.198 -0.001 0.713 -0.124 -0.23
C 4.776 -0.355 -1.344 0.351 0.703 0.322 -0.23
C 4.238 0.943 -1.087 0.726 -0.330 0.222 -0.25
H 4.679 -0.916 -2.275 -0.056 0.096 0.336 0.07
C 4.617 1.324 0.237 0.593 -0.091 -0.549 -0.25
C 5.425 0.282 0.774 0.169 0.016 -0.607 -0.24
H 5.929 0.295 1.744 -0.333 -0.073 -0.289 0.08
H 6.139 -1.651 -0.117 -0.432 0.107 0.099 0.08
H 3.690 1.557 -1.800 -0.068 -0.227 0.285 0.07
H 4.368 2.266 0.729 -0.031 -0.381 -0.130 0.08
C 2.479 -2.111 3.057 -0.138 0.959 0.573 -0.23
C 3.588 -1.231 3.229 -0.826 -0.147 0.294 -0.23
C 3.104 0.109 3.166 -0.782 -0.379 0.283 -0.25
H 4.616 -1.542 3.416 -0.257 0.104 -0.214 0.08
C 1.693 0.059 2.930 0.375 -0.327 0.939 -0.26
C 1.307 -1.315 2.868 0.675 0.119 0.351 -0.23
H 0.290 -1.696 2.786 0.267 0.148 -0.092 0.06
H 2.505 -3.194 3.151 0.067 0.290 -0.329 0.07
H 3.696 1.010 3.312 -0.125 -0.176 -0.188 0.07
H 1.018 0.912 2.876 0.282 -0.246 -0.202 0.07
O 4.321 -4.345 0.765 -0.089 -0.454 -1.305 -0.15
N 3.686 -3.305 0.763 -0.417 1.317 0.704 -0.34
O 3.188 -2.816 -0.316 0.319 -1.545 -0.030 -0.28